# 1
This record from OMol25 describes a structure of composition C43H38ClFeN2P2S. The level of theory is ωB97M-V with the def2-TZVPD basis set.

```
! wB97M-V def2-TZVPD RIJCOSX def2/J DEFGRID3
* xyz 2 6
Fe -0.1098 0.1318 -0.3935
Cl -0.9080 1.9393 1.1386
P 1.6786 1.4774 -1.0349
P -2.1302 -0.9825 -0.0754
C 3.1452 1.3302 0.0443
C 1.3595 3.2741 -1.0419
C 2.3249 1.1208 -2.7060
C -2.3849 -2.4380 -1.1506
C -2.3514 -1.6430 1.6131
C -3.6289 0.0286 -0.3239
C 4.3843 0.8678 -0.4128
C 5.4650 0.7825 0.4670
C 5.3147 1.1639 1.7995
C 4.0791 1.6298 2.2562
C 2.9948 1.7107 1.3873
H 4.5048 0.5717 -1.4502
H 6.4232 0.4171 0.1079
H 6.1568 1.0955 2.4827
H 3.9577 1.9258 3.2944
H 2.0269 2.0674 1.7359
C 2.6129 -0.2113 -3.0387
C 3.1278 -0.5277 -4.2924
C 3.3441 0.4800 -5.2355
C 3.0483 1.8040 -4.9154
C 2.5455 2.1265 -3.6534
H 2.4249 -0.9967 -2.3123
H 3.3512 -1.5622 -4.5382
H 3.7361 0.2313 -6.2177
H 3.2083 2.5911 -5.6466
H 2.3198 3.1590 -3.4076
C 2.3942 4.1725 -0.7446
C 2.1645 5.5464 -0.7903
C 0.9004 6.0325 -1.1280
C -0.1338 5.1412 -1.4145
C 0.0913 3.7671 -1.3673
H 3.3753 3.7965 -0.4701
H 2.9705 6.2355 -0.5548
H 0.7198 7.1035 -1.1559
H -1.1239 5.5150 -1.6596
H -0.7135 3.0658 -1.5573
C -3.0791 -0.8581 2.5219
C -3.2807 -1.3110 3.8224
C -2.7539 -2.5392 4.2304
C -2.0271 -3.3177 3.3305
C -1.8278 -2.8745 2.0218
H -3.4792 0.1012 2.1975
H -3.8449 -0.7003 4.5216
H -2.9069 -2.8858 5.2486
H -1.6131 -4.2720 3.6441
H -1.2645 -3.4844 1.3224
C -1.2630 -3.0551 -1.7226
C -1.4120 -4.1893 -2.5161
C -2.6846 -4.7105 -2.7610
C -3.8048 -4.0955 -2.2040
C -3.6575 -2.9663 -1.3965
H -0.2764 -2.6360 -1.5485
H -0.5359 -4.6612 -2.9520
H -2.8012 -5.5893 -3.3890
H -4.7976 -4.4923 -2.3961
H -4.5321 -2.4928 -0.9622
C -4.8870 -0.4596 0.0540
C -6.0330 0.2993 -0.1804
C -5.9312 1.5494 -0.7914
C -4.6792 2.0411 -1.1637
C -3.5322 1.2883 -0.9262
H -4.9686 -1.4281 0.5376
H -7.0035 -0.0849 0.1206
H -6.8239 2.1429 -0.9674
H -4.5935 3.0210 -1.6249
H -2.5525 1.6736 -1.1877
H 0.2870 -0.9111 -1.5307
H -0.8875 0.8487 -1.6577
N 2.2564 -2.5218 -0.4804
C 1.9166 -1.9866 0.7770
N 0.9590 -1.0169 1.0767
C 0.8977 -0.9547 2.4720
C 0.0292 -0.1989 3.2821
C 0.1131 -0.2610 4.6839
C 1.0561 -1.0820 5.3100
C 1.9125 -1.8556 4.5361
C 1.8068 -1.7738 3.1535
S 2.7080 -2.6407 2.1013
H 3.0183 -3.2142 -0.5442
H 1.6647 -2.4705 -1.2907
H -0.7390 0.4048 2.9109
H -0.5674 0.3231 5.2896
H 1.1118 -1.1296 6.3886
H 2.6377 -2.5128 5.0006
*
```

Output
Relative energy (zero: lowest compared OMol25 entry of this formula, charge and spin), kcal per mole: 46.5
E_tot, eV: -124493.4210



# 2
This record from OMol25 describes a structure of composition C43H38CoF10N5O6PSe3Te. The level of theory is ωB97M-V with the def2-TZVPD basis set.

```
! wB97M-V def2-TZVPD RIJCOSX def2/J DEFGRID3
* xyz -2 2
Co -1.4674 1.6540 -1.6831
C -1.6821 7.7905 2.4305
C -1.1657 6.5258 3.1248
C 0.0992 6.7626 3.9480
C 1.2459 7.2001 3.0450
C 1.3755 6.2707 1.8679
C 2.5985 6.1866 1.1873
C 2.7256 5.3104 0.1289
F 3.9328 5.2326 -0.4961
C 1.6857 4.5204 -0.3055
C 0.4481 4.5983 0.3593
C -0.6527 3.7791 -0.0705
O -0.5361 3.0841 -1.1469
C -1.8174 3.7764 0.7549
C -1.8938 4.6287 1.8091
N -0.9026 5.5060 2.1363
C 0.3056 5.4755 1.4618
C -2.9649 2.8129 0.5314
O -3.9501 2.8998 1.2569
O -2.8319 1.9390 -0.3888
H -1.7893 8.6079 3.1411
H -2.6510 7.5861 1.9801
H -0.9976 8.0844 1.6393
H -1.9556 6.1478 3.7865
H 0.3615 5.8214 4.4347
H -0.0998 7.5046 4.7242
H 2.1828 7.2052 3.6079
H 1.0713 8.2252 2.7006
H 3.4395 6.7872 1.4989
H 1.7936 3.8403 -1.1346
H -2.7670 4.6205 2.4420
Se -3.0015 3.0883 -3.4319
Se -3.2571 1.4140 -4.9053
Te -0.9628 0.1856 -5.0469
Se 0.3271 1.1649 -3.1627
F 8.4924 -2.0397 -1.4320
C 7.8839 -2.3772 -0.2589
F 8.6096 -1.7361 0.6875
F 8.1541 -3.6883 -0.0972
C 6.4377 -2.0431 -0.2287
C 6.0421 -0.7064 -0.0663
C 4.7068 -0.3809 -0.1041
C 3.7306 -1.3601 -0.3179
C 4.1373 -2.6972 -0.4563
C 5.4672 -3.0355 -0.4181
P 1.9641 -0.8522 -0.4093
C 1.3972 -1.8839 0.9950
C 0.9826 -3.2102 0.9572
C 0.6207 -3.8541 2.1238
C 0.6839 -3.1867 3.3408
C 1.1168 -1.8651 3.3933
C 1.4695 -1.2307 2.2253
C 0.3363 -3.9272 4.5891
F -0.8861 -4.4881 4.5897
F 1.1899 -4.9679 4.8162
F 0.4054 -3.1851 5.7094
C 1.5415 -1.7992 -1.9208
C 2.4254 -1.7046 -2.9967
C 2.0942 -2.2130 -4.2326
C 0.8552 -2.8175 -4.4154
C -0.0457 -2.9100 -3.3622
C 0.3056 -2.4078 -2.1220
C 0.5078 -3.2961 -5.7827
F 0.3188 -2.2800 -6.6611
F 1.4831 -4.0542 -6.3362
F -0.6034 -4.0386 -5.8457
H 6.7951 0.0543 0.0805
H 4.3994 0.6498 0.0008
H 3.3960 -3.4667 -0.6180
H 5.7762 -4.0645 -0.5361
H 0.9299 -3.7480 0.0228
H 0.2853 -4.8789 2.0980
H 1.1556 -1.3410 4.3350
H 1.7917 -0.2024 2.2505
H 3.3710 -1.2011 -2.8606
H 2.7778 -2.1319 -5.0644
H -1.0115 -3.3692 -3.5176
H -0.3982 -2.4485 -1.3064
N -1.4695 0.0148 2.0530
N -0.4731 0.5018 1.1519
H -2.4033 0.3434 1.7848
H -1.4913 -0.9995 1.9354
H -0.3972 1.5072 1.2920
H -0.7389 0.3299 0.1663
C -2.2900 -5.2810 -0.8774
C -3.6397 -4.7781 -0.3771
C -3.8452 -3.2832 -0.6763
C -5.2180 -2.8324 -0.1099
C -5.6116 -1.3961 -0.4490
C -3.8813 -3.0659 -2.1746
O -4.3913 -3.8406 -2.9577
N -3.3304 -1.8933 -2.5879
C -2.6564 -0.9928 -1.7537
O -2.3237 0.0788 -2.3114
N -2.3311 -1.3150 -0.5331
C -2.7643 -2.4536 0.0438
O -2.3431 -2.8177 1.1300
H -2.1510 -6.3228 -0.5982
H -1.4844 -4.6990 -0.4357
H -2.2269 -5.2091 -1.9606
H -3.6943 -4.9165 0.7045
H -4.4490 -5.3424 -0.8500
H -5.1793 -2.9448 0.9781
H -5.9834 -3.5105 -0.5029
H -4.8518 -0.6836 -0.1326
H -6.5395 -1.1387 0.0631
H -5.7704 -1.2754 -1.5203
H -3.4097 -1.6362 -3.5672
*
```

Output
Relative energy (zero: lowest compared OMol25 entry of this formula, charge and spin), kcal per mole: 0.0
E_tot, eV: -342375.0224



# 3
This record from OMol25 describes a structure of composition C43H39BCsI2N8O. The level of theory is ωB97M-V with the def2-TZVPD basis set.

```
! wB97M-V def2-TZVPD RIJCOSX def2/J DEFGRID3
* xyz -1 1
Cs -1.7634 -0.2040 -0.8072
C 0.4444 -5.7787 0.2571
C -0.3409 -4.5973 0.7209
C -1.6665 -4.5302 1.0895
C -1.8759 -3.1790 1.4157
N -0.7575 -2.4772 1.2475
N 0.1773 -3.3518 0.8264
B 1.6441 -2.9549 0.5207
N 2.1337 -1.8915 1.5376
N 2.8589 -0.8352 1.1330
C 3.3228 -0.2559 2.2320
C 2.8924 -0.9535 3.3796
C 2.1348 -1.9965 2.8859
C 1.4407 -3.1007 3.6112
C 4.1435 0.9608 2.1306
C 4.2859 1.6133 0.9047
C 5.0395 2.7710 0.8075
C 5.6644 3.3034 1.9294
C 5.5294 2.6607 3.1513
C 4.7769 1.4986 3.2495
N 1.8276 -2.4261 -0.9064
N 1.0926 -1.4008 -1.3890
C 1.5712 -1.1345 -2.5977
C 2.6452 -1.9921 -2.9039
C 2.7837 -2.7906 -1.7912
C 3.7987 -3.8508 -1.5194
C 1.0279 -0.0352 -3.4176
C 0.8468 -0.2086 -4.7887
C 0.3825 0.8317 -5.5807
C 0.0906 2.0629 -5.0138
C 0.2574 2.2443 -3.6491
C 0.7273 1.2069 -2.8565
C -3.1182 -2.5217 1.8559
C -3.1067 -1.1858 2.2598
C -4.2791 -0.5477 2.6296
C -5.4849 -1.2364 2.6230
C -5.5042 -2.5697 2.2380
C -4.3323 -3.2051 1.8550
H -0.2148 -6.6426 0.1782
H 0.8942 -5.5969 -0.7200
H 1.2536 -6.0200 0.9480
H -2.3683 -5.3470 1.1135
H 2.3079 -3.9559 0.6402
H 3.0886 -0.7424 4.4184
H 1.7219 -3.0826 4.6636
H 0.3560 -3.0085 3.5338
H 1.7164 -4.0730 3.1967
H 3.7919 1.1960 0.0369
H 5.1365 3.2659 -0.1512
H 6.2507 4.2102 1.8502
H 6.0141 3.0624 4.0331
H 4.6840 0.9996 4.2068
H 3.2557 -2.0014 -3.7917
H 4.4704 -3.9326 -2.3735
H 4.3897 -3.6113 -0.6349
H 3.3355 -4.8244 -1.3514
H 1.0602 -1.1753 -5.2287
H 0.2342 0.6753 -6.6420
H -0.2759 2.8774 -5.6253
H 0.0181 3.2028 -3.2038
H 0.9007 1.3618 -1.7981
H -2.1730 -0.6406 2.2727
H -4.2474 0.4937 2.9260
H -6.4027 -0.7378 2.9074
H -6.4391 -3.1160 2.2232
H -4.3632 -4.2401 1.5385
I -2.4285 5.3534 -6.0862
C -2.9927 3.8483 -4.7467
C -3.1455 2.5462 -5.1994
C -3.4962 1.5566 -4.3051
I -3.6352 -0.4259 -4.9489
C -3.7406 1.7934 -2.9156
O -4.0906 0.8903 -2.1049
C -3.5257 3.1562 -2.5017
C -3.6676 3.4476 -1.0403
N -2.4640 3.0463 -0.3032
C -2.5900 3.2661 1.1292
C -1.3261 2.8643 1.8428
C -0.5096 3.8052 2.4540
C 0.6544 3.3804 3.0784
C 0.9663 2.0341 3.0675
C 0.0988 1.1610 2.4221
N -1.0243 1.5629 1.8318
C -3.1726 4.1434 -3.4003
H -2.9768 2.3006 -6.2396
H -4.4968 2.8564 -0.6434
H -3.8957 4.5144 -0.8845
H -1.6645 3.5562 -0.6661
H -3.4113 2.6368 1.4841
H -2.8417 4.3082 1.3837
H -0.7858 4.8520 2.4353
H 1.3115 4.0927 3.5619
H 1.8653 1.6572 3.5311
H 0.3156 0.0970 2.3731
H -3.0366 5.1601 -3.0459
*
```

Output
Relative energy (zero: lowest compared OMol25 entry of this formula, charge and spin), kcal per mole: 4.4
E_tot, eV: -76625.3979



Among the records above, which one has the highest E_tot?
C43H39BCsI2N8O



The highest relative energy (zero: lowest compared OMol25 entry of this formula, charge and spin) belongs to which entry?
C43H38ClFeN2P2S



Which formula does entry 2 have?
C43H38CoF10N5O6PSe3Te